1.
12
Properties=species:S:1:pos:R:3:forces:R:3:lowdin_charge:R:1 method="wB97M-V/def2-TZVPD" orbital_gap_ev=7.82 de_lowest_kj_mol=382.67
N 2.1907 0.8174 -0.2135 -0.0587 -0.0754 0.2162 0.058
C 0.9691 0.1525 -0.0120 0.2290 -0.1530 0.0792 -0.502
C 0.8002 -1.1640 0.2651 -0.1775 0.4509 -0.0169 -0.055
N -0.7610 -1.1919 0.1216 -0.0544 -0.0275 0.0784 0.067
C -1.1816 0.1949 -0.0987 0.4129 -0.0452 -0.0781 -0.447
O -2.4980 0.4327 -0.1613 0.1472 0.1062 -0.0139 0.104
N -0.2029 0.9783 -0.1938 -0.3016 -0.3017 0.0333 0.184
H 2.9530 0.2078 0.0612 -0.0560 0.0833 -0.0694 0.073
H 2.2369 1.6811 0.3156 0.0080 -0.0412 -0.0806 0.073
H -0.8718 -1.7756 -0.7068 -0.3090 0.0530 -0.0693 0.154
H -1.2431 -1.6518 0.8973 0.1871 0.1156 -0.0985 0.160
H -2.6055 1.3863 -0.3085 -0.0271 -0.1650 0.0196 0.131

***

2.
104
Properties=species:S:1:pos:R:3:forces:R:3:lowdin_charge:R:1 method="wB97M-V/def2-TZVPD" orbital_gap_ev="4.95 / 4.95" de_lowest_kj_mol=0.00 charge=-1
Sr -0.0152 -0.1499 -0.3795 -0.4251 0.3720 0.5530 1.452
C -1.7749 -5.9569 2.6633 -0.0497 -0.0835 0.0046 -0.099
C -0.4628 -5.9579 3.1404 0.0516 -0.0629 0.0399 -0.099
C 0.3337 -4.8266 3.0532 0.0053 0.0948 -0.0290 -0.023
C -0.2148 -3.6943 2.4714 -0.1271 -0.0774 -0.0116 -0.100
C 0.3150 -2.3495 2.1991 -0.2077 0.0340 -0.0079 -0.293
N -0.6519 -1.6114 1.5926 0.0727 0.1872 -0.1127 0.051
C -1.7730 -2.3393 1.4755 0.0775 0.0150 0.1214 -0.294
N -2.9623 -1.9554 1.0199 -0.0783 -0.1000 -0.0788 0.192
C -3.2212 -0.7199 0.6047 -0.0673 0.0913 -0.0152 -0.302
C -4.5724 -0.2788 0.2169 -0.0559 0.0682 -0.0395 -0.105
C -5.7878 -0.9369 0.1270 0.0912 0.0084 0.0208 -0.025
C -6.8857 -0.2054 -0.3022 -0.0731 -0.0936 0.0089 -0.095
C -6.7694 1.1475 -0.6196 -0.0617 0.0834 -0.0320 -0.095
C -5.5537 1.8078 -0.5192 0.0727 0.0254 0.0163 -0.018
C -4.4551 1.0763 -0.1034 -0.0749 -0.1362 0.0137 -0.103
C -3.0368 1.4187 0.0958 -0.1365 -0.2067 0.0178 -0.285
N -2.5736 2.6396 -0.0538 -0.0450 0.1023 -0.1098 0.193
C -1.3079 3.0045 0.1865 0.2030 0.0896 0.0943 -0.301
N -0.2667 2.2277 0.5166 -0.0857 -0.4013 0.0460 0.058
C 0.8181 2.9951 0.7968 -0.2174 0.1022 -0.0274 -0.296
N 1.9728 2.6091 1.3163 0.0762 0.0625 -0.0293 0.199
C 2.2347 1.3812 1.7425 0.0222 -0.1104 0.0987 -0.301
N 1.4398 0.2836 1.6706 -0.1905 -0.1087 -0.0904 0.054
C 2.0117 -0.7366 2.3332 0.0612 0.2358 -0.0131 -0.291
N 1.5239 -1.9655 2.5449 0.1007 -0.1180 -0.0132 0.195
C 3.3113 -0.3078 2.8487 0.1019 0.0911 -0.0239 -0.108
C 4.3074 -0.9591 3.5665 -0.0867 0.0071 -0.0141 -0.030
C 5.4479 -0.2446 3.8868 0.0495 -0.0583 0.0480 -0.107
C 5.5906 1.0959 3.5093 0.0653 0.0503 0.0187 -0.106
C 4.5973 1.7513 2.8037 -0.0580 0.0278 -0.0271 -0.030
C 3.4538 1.0354 2.4699 0.0730 -0.1177 0.0381 -0.107
C 0.4762 4.3950 0.5419 -0.0714 0.0131 -0.0210 -0.113
C 1.2012 5.5776 0.6139 -0.0222 -0.0025 0.0070 -0.027
C 0.5512 6.7572 0.2913 0.0619 0.0332 0.0102 -0.103
C -0.7998 6.7641 -0.0765 -0.0283 0.0791 -0.0191 -0.104
C -1.5313 5.5910 -0.1318 -0.0075 -0.0729 -0.0118 -0.034
C -0.8780 4.4021 0.1710 0.1114 0.0795 -0.0257 -0.128
N -2.3667 0.3029 0.4827 0.3396 0.2390 0.0497 0.061
C -1.5335 -3.6913 2.0026 0.1513 -0.0907 0.0845 -0.101
C -2.3285 -4.8220 2.0916 -0.0357 0.0712 -0.0031 -0.023
H -2.3664 -6.8606 2.7449 -0.0079 -0.0035 -0.0032 0.093
H -0.0643 -6.8622 3.5845 0.0059 -0.0005 0.0021 0.092
H 1.3513 -4.8163 3.4209 0.0132 -0.0074 -0.0004 0.107
H -5.8646 -1.9861 0.3805 -0.0099 -0.0210 0.0036 0.106
H -7.8513 -0.6885 -0.3934 0.0055 -0.0027 -0.0002 0.093
H -7.6474 1.6887 -0.9510 -0.0002 0.0038 -0.0060 0.093
H -5.4566 2.8575 -0.7636 0.0074 0.0152 -0.0066 0.108
H 4.1825 -1.9936 3.8575 0.0068 -0.0247 0.0080 0.105
H 6.2461 -0.7244 4.4404 -0.0010 -0.0067 0.0001 0.090
H 6.4974 1.6239 3.7792 -0.0041 0.0140 -0.0036 0.090
H 4.6982 2.7892 2.5135 -0.0027 0.0087 -0.0046 0.105
H 2.2419 5.5652 0.9102 0.0158 0.0011 0.0006 0.106
H 1.0905 7.6964 0.3249 0.0143 -0.0087 0.0066 0.091
H -1.2730 7.7081 -0.3193 -0.0158 -0.0109 0.0012 0.091
H -2.5774 5.5873 -0.4101 -0.0155 -0.0084 0.0005 0.107
H -3.3459 -4.8093 1.7227 -0.0173 0.0073 -0.0040 0.107
O 2.0090 0.4695 -1.6779 0.2620 -0.2706 -0.3256 -0.659
S 2.5230 -0.6881 -2.5101 0.1412 0.1910 0.3151 0.956
C 4.1386 -0.1409 -3.1405 -0.1043 0.0174 -0.1891 -0.306
C 4.0891 -0.3581 -4.6479 0.0195 -0.0300 0.0050 -0.241
C 2.7076 0.1381 -5.0706 -0.0328 0.0288 -0.0168 -0.226
C 1.7204 -0.5514 -4.1359 0.0485 0.0059 -0.0375 -0.312
H 4.9295 -0.6744 -2.6189 -0.0074 -0.0423 -0.0014 0.088
H 4.1817 0.9187 -2.8836 -0.0026 0.0126 0.0207 0.100
H 4.1804 -1.4249 -4.8736 0.0388 0.0162 -0.0276 0.113
H 4.9071 0.1561 -5.1538 -0.0258 0.0323 -0.0007 0.112
H 2.4818 -0.0692 -6.1166 0.0041 -0.0148 0.0035 0.115
H 2.6442 1.2185 -4.9236 0.0016 0.0154 -0.0321 0.114
H 1.4734 -1.5662 -4.4510 0.0358 -0.0238 -0.0383 0.093
H 0.7965 0.0016 -3.9637 -0.0220 -0.0126 0.0160 0.047
C -2.3074 2.9137 -3.5810 -0.0807 0.0225 0.0515 -0.404
S -0.5804 2.5733 -3.9545 0.0345 -0.1241 0.0353 0.739
C 0.1608 4.1479 -3.4938 0.0339 0.0748 0.0793 -0.409
H -2.4081 3.2812 -2.5600 0.0127 -0.0058 0.0171 0.016
H -2.8453 1.9684 -3.6477 0.0161 -0.0150 0.0001 0.009
H -2.7267 3.6354 -4.2827 0.0246 0.0004 -0.0136 0.033
H -0.2435 4.9657 -4.0908 -0.0228 -0.0179 -0.0224 0.034
H 1.2320 4.0775 -3.6779 0.0061 -0.0267 -0.0054 0.026
H 0.0065 4.3605 -2.4355 -0.0226 -0.0310 -0.0088 0.019
C -4.1855 -3.6804 -1.9096 -0.0407 -0.0005 0.0655 -0.073
C -4.3369 -3.0132 -3.2696 0.0117 0.0142 -0.0788 -0.160
C -3.0117 -2.4776 -3.8586 -0.1052 0.0074 -0.0970 -0.308
C -3.2397 -1.9866 -5.2985 -0.0221 -0.0271 0.1023 -0.178
C -1.9898 -1.3799 -5.9210 0.0371 0.0254 -0.0590 -0.072
C -2.0246 -3.6231 -3.8843 -0.0032 -0.0309 -0.0369 -0.437
O -2.1184 -4.5735 -4.6368 -0.0526 0.0197 0.0450 0.084
N -1.0144 -3.5474 -2.9671 0.1053 -0.0187 0.0343 0.218
C -0.7258 -2.4374 -2.1688 -0.0967 -0.0668 -0.0114 -0.580
O 0.2634 -2.5197 -1.4252 0.2293 -0.1323 -0.1074 -0.098
N -1.4682 -1.3269 -2.2255 0.1800 -0.2137 -0.0910 0.100
C -2.5776 -1.2827 -2.9968 -0.2572 0.3976 -0.1371 -0.457
O -3.2808 -0.2802 -3.0433 0.0707 -0.1087 0.0025 0.055
H -5.1585 -4.0137 -1.5448 -0.0036 0.0106 0.0168 0.074
H -3.7722 -3.0003 -1.1606 -0.0162 -0.0219 -0.0293 0.055
H -3.5395 -4.5597 -1.9593 0.0011 -0.0159 -0.0124 0.077
H -5.0049 -2.1527 -3.1946 -0.0075 -0.0131 -0.0111 0.119
H -4.7621 -3.7111 -3.9954 0.0192 -0.0279 0.0194 0.120
H -4.0374 -1.2438 -5.2613 0.0069 -0.0109 -0.0018 0.119
H -3.5855 -2.8370 -5.8889 0.0177 0.0013 0.0066 0.116
H -1.6653 -0.4931 -5.3722 -0.0025 0.0105 0.0205 0.068
H -2.1749 -1.0783 -6.9530 -0.0028 0.0079 -0.0007 0.073
H -1.1651 -2.0977 -5.9350 0.0015 -0.0168 0.0007 0.075
H -0.3805 -4.3304 -2.8933 -0.0056 0.0297 0.0059 0.163

***

3.
73
Properties=species:S:1:pos:R:3:forces:R:3:lowdin_charge:R:1 method="wB97M-V/def2-TZVPD" orbital_gap_ev=7.20 de_lowest_kj_mol=44.86 charge=+2
Ti -0.4468 -0.1696 -0.3729 -0.3823 0.5950 0.5044 0.874
C -5.3342 -1.8312 2.9106 0.0304 0.0322 -0.0048 -0.074
C -5.4609 -0.8771 1.7331 0.0351 0.0299 0.0375 -0.213
N -4.3379 0.0639 1.6326 -0.0186 0.0902 0.0703 0.011
C -3.1384 -0.2595 1.1657 -0.0876 -0.0881 0.0446 -0.733
S -1.8916 0.9818 1.2100 0.1121 -0.3982 -0.2055 0.754
N -2.9485 -1.4810 0.7215 0.2104 0.0886 -0.0658 0.036
N -1.7030 -1.6842 0.2009 -0.3922 -0.5766 0.1009 -0.075
C -1.3970 -2.8910 -0.1602 -0.0601 -0.0003 0.0051 -0.215
C -2.3025 -4.0578 0.0151 0.0531 -0.0349 0.0082 0.016
C -0.0854 -3.0424 -0.8191 -0.1070 -0.0818 0.1552 -0.189
C 0.4802 -4.2679 -1.1057 0.0647 -0.1301 -0.1477 0.039
C 1.7153 -4.3001 -1.7417 -0.0143 -0.0422 0.0279 0.009
C 2.3490 -3.1109 -2.0644 0.0336 -0.0685 -0.0328 -0.004
C 1.7319 -1.9226 -1.7260 -0.0736 0.1215 0.0321 -0.065
N 0.5446 -1.8945 -1.1197 -0.0326 -0.2575 0.1560 0.006
H -6.2061 -2.4840 2.9471 0.0167 0.0013 0.0008 0.084
H -5.2816 -1.2837 3.8520 -0.0055 -0.0147 -0.0136 0.081
H -4.4424 -2.4507 2.8160 -0.0227 0.0116 0.0082 0.062
H -6.3586 -0.2693 1.8261 -0.0166 0.0033 -0.0232 0.124
H -5.5223 -1.4223 0.7926 -0.0008 -0.0170 -0.0219 0.111
H -4.4560 0.9970 1.9925 -0.0087 -0.0213 0.0103 0.133
H -3.2260 -3.7521 0.4909 -0.0104 -0.0063 0.0055 0.077
H -1.8209 -4.8245 0.6264 0.0016 0.0121 -0.0158 0.106
H -2.5264 -4.5017 -0.9584 0.0215 -0.0027 0.0164 0.111
H -0.0350 -5.1802 -0.8424 0.0213 -0.0070 -0.0224 0.129
H 2.1789 -5.2481 -1.9808 -0.0156 0.0090 0.0006 0.133
H 3.3050 -3.0993 -2.5678 -0.0074 0.0007 0.0043 0.127
H 2.1874 -0.9648 -1.9477 0.0128 0.0302 0.0079 0.133
O 1.0043 -0.0738 0.8340 1.1011 0.1460 0.6742 -0.649
S 1.6169 0.7115 2.0342 -0.1774 0.1532 -0.0978 1.120
C 3.3801 0.4329 1.8418 0.0405 -0.0350 0.0097 -0.261
C 4.1246 1.2590 2.8595 0.0026 0.0186 0.0035 -0.305
C 5.1699 2.0750 2.4393 0.0101 0.0360 0.0132 -0.049
C 5.8684 2.8419 3.3610 -0.0008 0.0034 -0.0147 -0.049
C 5.5156 2.8083 4.7025 -0.0145 -0.0096 0.0124 -0.050
C 4.4732 1.9950 5.1269 0.0204 0.0198 -0.0097 -0.049
C 3.7815 1.2169 4.2105 -0.0136 -0.0516 -0.0300 -0.055
C 1.4670 2.4552 1.4943 0.0332 -0.0670 -0.0546 -0.219
C 1.6898 2.5827 0.0210 -0.0289 -0.0274 0.0746 -0.265
C 0.6515 2.3073 -0.8748 -0.0052 0.1918 -0.0174 -0.111
C 0.8683 2.3659 -2.2474 -0.0100 -0.0238 0.0271 -0.050
C 2.1236 2.6972 -2.7377 0.0279 0.0069 0.0103 -0.038
C 3.1510 2.9917 -1.8520 0.0044 -0.0079 -0.0040 -0.025
C 2.9361 2.9311 -0.4797 0.0770 -0.0005 -0.0589 -0.021
H 3.6314 0.6963 0.8137 0.0680 -0.0287 0.0076 0.096
H 3.5093 -0.6420 1.9834 -0.0361 -0.0130 0.0027 0.117
H 5.4612 2.0919 1.3948 -0.0111 -0.0070 0.0210 0.113
H 6.6912 3.4621 3.0304 -0.0135 -0.0099 0.0105 0.117
H 6.0591 3.4088 5.4196 -0.0082 -0.0075 -0.0082 0.118
H 4.2048 1.9578 6.1743 0.0057 -0.0005 -0.0162 0.118
H 2.9864 0.5655 4.5599 0.0320 0.0121 -0.0162 0.112
H 2.1990 2.9931 2.0988 -0.0204 0.0312 -0.0057 0.116
H 0.4637 2.7481 1.8020 -0.0186 0.0018 0.0252 0.092
H -0.3756 2.2246 -0.5060 0.0509 0.0198 0.0177 0.061
H 0.0493 2.1814 -2.9286 -0.0001 0.0011 -0.0045 0.097
H 2.2894 2.7611 -3.8050 0.0064 -0.0018 0.0174 0.121
H 4.1218 3.2856 -2.2299 -0.0160 -0.0085 0.0098 0.123
H 3.7357 3.1859 0.2050 0.0004 0.0004 -0.0053 0.113
C -3.4392 -1.3557 -2.8629 -0.0267 -0.1860 0.0860 -0.140
Si -2.4749 0.2064 -3.0521 -0.1049 -0.0695 0.0206 0.388
C -1.5873 0.2537 -4.6628 0.1712 0.0623 -0.1689 -0.146
C -3.4570 1.7062 -2.6504 -0.0858 0.2137 0.0541 -0.136
O -1.2740 0.1370 -1.8153 -0.3656 0.3631 -1.2039 -0.387
H -4.2350 -1.4002 -3.6108 0.0149 -0.0040 0.0297 0.056
H -3.8988 -1.4224 -1.8733 -0.0038 -0.0336 -0.0347 0.028
H -2.8007 -2.2315 -3.0150 -0.0483 0.0077 0.0022 0.041
H -2.3065 0.1149 -5.4755 0.0492 0.0100 0.0216 0.055
H -0.8578 -0.5578 -4.7262 -0.0141 0.0215 -0.0489 0.044
H -1.0720 1.1998 -4.8428 -0.0098 -0.0424 -0.0129 0.036
H -4.3288 1.7860 -3.3050 0.0260 0.0073 0.0288 0.055
H -2.8742 2.6239 -2.7617 -0.0313 -0.0148 0.0118 0.046
H -3.8131 1.6499 -1.6185 -0.0347 0.0445 -0.0221 0.035

***

4.
19
Properties=species:S:1:pos:R:3:forces:R:3:lowdin_charge:R:1 method="wB97M-V/def2-TZVPD" orbital_gap_ev=11.48 de_lowest_kj_mol=114.54 charge=+1
C 0.0442 -1.4873 -2.6103 -1.0362 0.0546 -0.5841 -0.110
O -0.7644 -1.3644 -1.4304 0.1283 -0.0265 0.3589 -0.160
H -1.4902 -1.9984 -1.4814 0.1447 0.0842 -0.1274 0.101
H -0.4958 -1.0760 -3.4603 -0.1647 -0.0471 -0.1610 0.085
H 0.2287 -2.5372 -2.8122 0.4830 -0.0303 0.0000 0.089
H 0.9313 -0.8745 -2.5430 0.3288 -0.1703 0.5164 0.074
C -1.5370 1.2364 1.4777 0.8344 0.5683 -0.7126 -0.019
C 0.7208 0.4894 0.9097 -0.4506 0.6996 -1.3091 -0.455
N 1.4816 -0.4349 0.3189 -0.0574 -0.5026 0.1102 0.207
N -0.5271 0.7431 0.4969 -0.9832 -0.6354 1.4320 0.058
N 1.2399 1.3077 1.7953 0.0992 0.8620 0.6385 0.233
H 2.4399 -0.2401 0.1029 0.2844 -0.1468 0.3108 0.130
H 1.1081 -1.3544 0.1409 -0.1289 0.2165 -0.4771 0.121
H -0.9751 0.0700 -0.1092 0.7447 -0.3128 -0.7024 0.104
H 2.1792 1.2410 2.1265 0.3471 -0.3246 0.0792 0.136
H 0.7421 2.1460 2.0490 0.0258 -0.0145 -0.0097 0.127
H -1.4863 0.6031 2.3575 -0.4754 0.1138 0.1742 0.101
H -2.4855 1.2474 0.9556 -0.2162 -0.3590 0.2346 0.097
H -1.3543 2.2833 1.7159 0.0923 -0.0292 0.2288 0.084

***

5.
20
Properties=species:S:1:pos:R:3:forces:R:3:lowdin_charge:R:1 method="wB97M-V/def2-TZVPD" orbital_gap_ev=9.74 smiles=S[C@@H]1C[C@@H]2CCC[C@@H]21 de_lowest_kj_mol=378.79
S -2.7101 -1.3749 -0.6989 -0.7191 1.2678 1.4315 0.684
C -0.9224 -1.4068 -0.2744 -2.1724 1.3150 3.7478 -0.619
C -0.1033 -1.3647 1.2329 -6.3134 -2.2083 1.2739 -0.099
C 0.8997 -0.5731 0.5194 1.8082 3.2755 -2.2904 -0.267
C 1.3617 0.9439 0.7502 -1.7731 -0.3901 3.6404 -0.169
C 1.0017 1.6244 -0.4864 -0.7415 -0.4139 -2.4824 -0.282
C -0.4227 1.1626 -0.9418 1.0768 -2.1760 2.3839 -0.102
C -0.0301 -0.3544 -0.7863 1.2510 -1.2345 -1.5892 -0.337
H -3.2797 -0.3727 0.1217 0.8808 -0.9958 -0.8784 -0.122
H -0.8389 -2.3526 -0.6570 1.3365 -2.3154 -1.1347 0.019
H -0.0165 -2.4829 1.5339 0.8105 2.0803 -0.3695 0.118
H -0.8793 -0.9394 2.0853 2.3727 -0.4228 -2.0865 0.149
H 1.7821 -1.1310 0.3188 0.6783 -0.7284 -0.3854 0.122
H 2.4051 1.3084 1.0485 -1.3165 -1.3648 0.0507 0.130
H 0.5579 1.3526 1.5434 2.0034 -0.6473 -1.1944 0.149
H 0.9575 2.6141 -0.2211 0.4079 2.9140 -0.1828 0.073
H 1.7404 1.3949 -1.3219 -0.8633 0.5383 0.8972 0.145
H -0.6357 1.5188 -1.9701 -0.4783 -0.4243 0.9167 0.114
H -1.2285 1.2681 -0.0739 1.4375 0.6776 -2.1299 0.146
H 0.3610 -0.8351 -1.7221 0.3140 1.2529 0.3816 0.148

***

6.
20
Properties=species:S:1:pos:R:3:forces:R:3:lowdin_charge:R:1 method="wB97M-V/def2-TZVPD" orbital_gap_ev=10.04 smiles="c1ccccc1.CC(=O)O" de_lowest_kj_mol=223.91
C 2.9881 -1.0467 -0.3983 -1.3133 -2.8268 3.4840 -0.082
C 2.5194 -0.8559 0.9797 1.8806 1.3701 -2.3993 -0.082
C 2.0889 0.4125 1.3498 0.5654 -2.1544 0.2529 -0.117
C 1.9527 1.3638 0.3527 -1.7351 2.3989 3.2111 -0.139
C 2.2105 1.1883 -0.9638 -1.0720 -2.1291 1.2721 -0.083
C 2.5879 -0.1355 -1.3253 0.5732 2.3925 -0.4906 -0.106
H 3.4089 -2.1302 -0.4045 -0.7127 2.1162 -1.4514 0.127
H 2.7127 -1.6951 1.6078 -0.1425 -0.1477 0.8264 0.080
H 1.8704 0.6037 2.4002 -0.2591 0.1954 -0.3774 0.102
H 1.3821 2.2315 0.8201 1.1197 -0.3964 -1.4385 0.128
H 1.7222 1.9060 -1.5716 0.3248 0.3749 -1.2600 0.097
H 2.5384 -0.1897 -2.3664 0.7018 -1.2152 -1.6315 0.079
C -4.3839 -0.2119 -0.1230 -5.2789 -1.7857 0.4833 -0.032
C -2.9920 0.0376 -0.0726 1.1062 4.7645 2.5038 -0.662
O -2.6463 1.1969 0.2031 0.5147 -1.7345 -0.7908 0.050
O -2.1917 -0.9666 -0.1302 0.9843 -2.4595 -0.4660 0.150
H -4.9857 0.7183 0.2719 1.2924 -2.1375 -0.7236 0.137
H -4.6974 -0.4008 -1.1451 -0.0472 0.3580 -0.4895 0.079
H -4.7782 -1.2551 0.3240 1.2112 2.4640 -0.3728 0.141
H -1.3070 -0.7711 0.1915 0.2865 0.5523 -0.1422 0.133